The following is a DFT calculation (wB97M-V/def2-TZVPD) of a structure of composition C31H49BrClNO19P2 at a distorted geometry.

Values from the calculation:
* LUMO energy: -0.176 eV
* highest occupied orbital energy: -9.2 eV
* Kohn-Sham gap: 9.1 eV
* DFT total energy: -6411.80988 Ha
* 2S+1: 1

Structure (XYZ):
```
104
Properties=species:S:1:pos:R:3:forces:R:3:mulliken_charge:R:1
C -1.8068 1.7589 5.0176 -0.499 0.534 -0.051 -1.070
C -3.1152 2.4030 4.2991 0.009 -0.533 0.965 -0.181
C -3.5610 1.5683 2.9849 0.399 -0.441 0.747 -0.945
C -3.5219 2.4120 1.6326 -1.018 -0.826 -1.736 1.172
C -4.4065 3.7466 1.7996 0.354 1.290 0.991 -0.501
C -5.7459 3.5570 2.6383 -2.255 -2.423 -0.956 0.286
O -6.6587 2.7584 2.4023 3.559 2.939 0.670 -0.458
Cl -5.9779 4.6635 4.1103 0.478 -0.611 -1.143 -0.205
C -4.1936 1.7349 0.3127 -0.569 -1.430 1.415 -0.201
O -4.9355 0.7405 0.3049 2.363 3.637 -0.760 -0.567
N -3.6850 2.5356 -0.8451 -0.882 0.460 0.976 -0.193
C -2.4391 3.2800 -0.5314 -0.498 -1.070 0.306 0.101
Br -2.4204 5.2808 -0.6156 -0.773 -0.233 0.399 -0.002
P -1.2713 2.7931 -1.9514 0.866 -1.921 -0.085 -0.183
P -1.4442 4.1988 -3.6360 -2.628 2.996 -1.997 0.838
O -2.8856 4.6879 -3.8653 3.539 -1.330 0.868 -0.628
O -0.3519 5.5031 -3.3798 -1.232 -1.927 -1.113 -0.505
O -0.9968 3.3831 -5.0906 0.720 1.553 2.153 -0.471
C -2.1144 2.8016 0.9687 0.990 2.225 1.857 1.541
C -0.8143 1.9015 1.2352 -0.365 0.287 -0.592 -1.019
C -1.0176 0.3288 1.0103 0.498 -0.302 0.773 -0.148
C 0.1837 -0.4058 0.2387 -0.421 -1.275 0.637 -0.620
C 0.6692 -1.7278 1.0609 0.194 -0.210 -0.522 -0.634
C -0.0430 -3.0784 0.5268 0.614 -0.062 -0.276 -0.402
C 0.9379 -4.3497 0.6999 -0.341 -1.067 -0.464 -0.130
C 0.7602 -5.3663 -0.5520 0.028 0.898 0.022 -0.769
C -0.7275 -5.9916 -0.5909 1.818 -0.292 1.446 -0.339
O -1.0735 -6.4411 -1.9326 -2.381 1.758 -0.174 -0.349
C -1.9938 -5.5668 -2.5569 -0.648 2.293 -0.712 0.614
C -3.0095 -6.2386 -3.6171 1.691 -0.620 -0.095 -0.911
O -2.0476 -4.3304 -2.3770 0.498 -4.116 0.035 -0.484
H -1.5865 2.2789 6.0204 -0.397 -0.711 -1.537 0.357
H -0.8716 1.8530 4.3693 -1.255 -0.270 0.818 0.169
H -2.0318 0.6640 5.2415 0.468 1.376 -0.375 0.312
H -3.9551 2.2936 5.0834 1.207 0.293 -1.281 0.318
H -3.0008 3.5212 4.1233 0.027 -1.496 0.124 0.184
H -2.8815 0.6373 2.9692 -1.043 1.489 -0.430 0.260
H -4.6122 1.1562 3.2177 1.516 0.776 -0.940 0.520
H -4.7054 4.2402 0.8082 0.315 -0.928 1.389 0.598
H -3.7441 4.5241 2.3289 -1.279 -1.186 -0.776 0.254
H -4.4157 3.1048 -1.3065 0.609 -0.833 -0.034 0.362
H 0.0987 2.9759 -1.5072 -0.887 0.554 -0.221 0.020
H -0.5885 6.2668 -3.9500 -0.089 -0.583 0.417 0.333
H -0.4058 3.9665 -5.6205 -0.535 -0.464 0.583 0.290
H -1.8677 3.7963 1.4900 -0.107 -1.496 -0.859 -1.264
H 0.0054 2.3117 0.5322 -1.217 -0.691 1.070 0.612
H -0.4527 2.1724 2.2964 -0.617 -0.709 -1.607 -0.157
H -1.0650 -0.1449 2.0615 -0.063 0.674 -1.624 0.098
H -2.0061 0.0656 0.5023 1.271 0.619 0.627 0.169
H -0.2321 -0.8254 -0.7518 0.951 1.046 1.280 0.300
H 1.0983 0.2567 0.0896 -1.363 -0.647 0.027 0.292
H 0.5270 -1.5946 2.1924 0.102 -0.179 -1.617 0.274
H 1.8022 -1.8711 0.8997 -1.698 0.280 0.166 0.440
H -0.2286 -2.9817 -0.6087 0.286 0.025 1.685 0.295
H -1.0788 -3.2481 0.9880 1.573 0.252 -0.429 0.198
H 0.7519 -4.9516 1.6558 0.278 1.264 -1.742 -0.204
H 2.0269 -4.0042 0.7316 -1.448 -0.405 -0.125 0.486
H 0.9797 -4.7380 -1.4873 -0.609 -1.045 1.090 0.276
H 1.5524 -6.2044 -0.5368 -1.325 1.199 0.103 0.353
H -1.5156 -5.3179 -0.1251 1.070 -0.630 -1.007 0.346
H -0.6764 -6.9318 0.0750 -0.274 1.258 -1.206 0.273
H -4.0920 -6.1697 -3.2732 1.612 -0.077 -0.295 0.261
H -2.8861 -5.7200 -4.6347 -0.245 -0.504 1.718 0.273
H -2.6556 -7.3192 -3.7758 -0.899 1.465 0.340 0.271
C 1.2961 1.2490 -5.8815 -0.822 -0.030 0.481 -0.099
C 1.6837 1.9818 -7.1298 -0.459 0.367 -0.482 -0.290
O 3.1034 1.9160 -7.1104 0.218 -0.409 0.364 -0.329
C 3.4443 0.8379 -6.3529 0.723 -0.362 0.102 0.572
O 4.5545 0.3971 -6.2665 -0.717 0.300 -0.078 -0.516
O 2.3630 0.3255 -5.7075 0.610 0.198 -0.411 -0.299
H 0.3440 0.7270 -5.9829 0.178 -0.066 0.120 0.313
H 1.2500 1.9042 -5.0077 0.004 -0.061 -0.067 0.157
H 1.3189 1.4891 -8.0355 0.031 0.027 0.059 0.260
H 1.3422 3.0179 -7.1288 0.243 -0.040 -0.069 0.232
C 1.1423 5.7260 3.8406 0.698 -0.121 0.512 -0.384
C 1.1269 6.1039 2.3908 0.693 0.232 -0.531 -0.359
O -0.1803 5.7271 1.9744 -0.358 -0.093 0.580 -0.184
C -0.9635 5.7183 3.0868 -0.595 0.060 0.060 0.504
O -2.1550 5.6086 3.0729 0.775 0.130 0.082 -0.565
O -0.2216 5.8521 4.2169 -0.434 -0.020 -0.498 -0.327
H 1.7725 6.3863 4.4376 -0.223 -0.044 0.059 0.319
H 1.4596 4.6915 4.0009 -0.044 0.044 -0.026 0.253
H 1.2506 7.1797 2.2366 -0.049 -0.064 0.022 0.276
H 1.8859 5.5739 1.8138 -0.228 0.000 -0.074 0.324
C 2.4305 -6.4227 5.0469 0.792 -0.277 0.124 -0.317
C 1.1980 -6.6587 5.8670 -0.118 -0.496 0.670 -0.316
O 0.3128 -5.6437 5.4133 0.212 0.183 -0.507 -0.330
C 0.7129 -5.2927 4.1611 -0.595 0.630 -0.457 0.617
O 0.0877 -4.5845 3.4252 0.247 -0.508 1.268 -0.531
O 1.9146 -5.8512 3.8521 -0.532 0.191 0.091 -0.285
H 2.9731 -7.3446 4.8338 -0.061 0.149 -0.174 0.278
H 3.1141 -5.7080 5.5140 -0.065 -0.018 -0.030 0.266
H 0.7458 -7.6355 5.6720 0.027 0.065 -0.020 0.262
H 1.3843 -6.5622 6.9375 -0.173 0.119 -0.105 0.288
C 6.2869 -1.0882 -4.0297 -0.727 0.242 -0.475 -0.111
C 7.5484 -1.7463 -4.4994 0.149 -0.350 -0.728 -0.327
O 8.4865 -1.3968 -3.4899 -0.258 0.166 0.475 -0.322
C 7.7777 -1.1270 -2.3591 0.329 0.138 0.903 0.603
O 8.2666 -0.9625 -1.2789 -0.329 -0.111 -0.765 -0.541
O 6.4429 -1.0690 -2.6155 0.664 -0.136 0.192 -0.304
H 5.3943 -1.6461 -4.3142 0.028 0.130 0.188 0.287
H 6.1923 -0.0606 -4.3889 -0.007 -0.123 0.006 0.181
H 7.4624 -2.8362 -4.5402 0.006 0.056 0.038 0.251
H 7.8714 -1.3799 -5.4746 0.124 0.009 0.183 0.285
```
Forces are in eV/Å.